This record from the Open Molecules 2025 dataset describes a structure of composition C45H58N9P3SeTa. The level of theory is the ωB97M-V functional and the def2-TZVPD basis.

```
! wB97M-V def2-TZVPD RIJCOSX def2/J DEFGRID3
* xyz 3 1
Ta 0.45 0.03 0.31
Se 4.87 -1.71 6.69
P -1.39 2.13 0.60
P 2.35 -0.55 -1.47
P -1.73 -1.51 0.71
N 4.35 -0.17 5.97
N -2.08 4.66 -0.28
N 3.99 -2.70 5.50
N -0.49 -0.04 -1.48
N 1.54 0.94 2.18
N 1.88 2.88 -0.64
N 1.25 -1.60 1.66
N -2.39 4.22 2.09
N -3.90 3.25 0.45
C 1.64 -3.93 2.11
C -3.82 -0.62 -3.14
C -2.56 -1.47 2.35
C -3.45 4.24 -0.52
C -6.13 -1.06 -2.23
C 2.18 0.10 3.03
C 2.97 0.54 4.09
C -4.65 -0.87 -2.05
C -3.26 1.97 0.28
C 0.27 2.27 -4.36
C 4.50 -0.56 0.29
C -2.67 -0.84 -0.65
C 3.12 1.91 4.29
C -3.75 3.79 1.81
C 1.31 1.92 -0.34
C -4.04 -1.04 -0.82
C -1.79 -3.31 0.20
C 2.48 2.77 3.43
C 3.98 0.14 -0.98
C -1.96 5.19 1.07
C 2.38 -3.62 3.23
C 2.25 1.11 -3.75
C -2.28 -0.18 3.12
C 2.37 2.73 -5.68
C 0.19 0.65 -2.58
C -2.11 -2.67 3.20
C -1.12 3.60 -0.55
C 2.43 -2.24 -2.20
C 3.19 -3.25 -1.34
C -0.44 1.59 -3.39
C -1.47 3.11 2.21
C 3.59 -0.47 4.95
C -3.20 -3.89 0.26
C 1.71 2.26 2.40
C -2.45 -0.41 -2.99
C 1.11 -2.90 1.36
C 2.98 -2.22 -3.63
C 1.56 0.45 -2.74
C -1.87 -0.43 -1.72
C 2.58 -2.28 3.55
C 2.00 -1.30 2.76
C -1.19 -3.55 -1.19
C 5.11 0.16 -2.02
C 1.62 2.02 -4.58
C 3.40 -1.86 4.69
H 2.86 -3.23 -4.04
H 0.57 -3.12 0.46
H 1.22 2.93 1.72
H 6.01 0.53 -1.52
H -6.67 -0.91 -1.29
H 2.83 -4.39 3.86
H 4.92 0.84 -2.85
H -0.48 3.49 2.45
H -2.60 6.07 1.15
H -0.93 5.49 1.26
H -6.35 -2.06 -2.58
H -3.70 1.24 0.96
H -1.49 1.81 -3.27
H -1.84 -3.14 -1.96
H 2.44 -1.54 -4.28
H -3.54 3.83 -1.53
H -0.11 3.97 -0.41
H 2.90 -3.24 -0.29
H -1.02 -2.67 3.33
H -3.14 -4.96 0.06
H -3.64 -1.55 2.16
H -1.78 2.46 3.02
H -1.22 3.26 -1.58
H 3.75 2.26 5.10
H 3.71 1.17 -0.73
H 2.06 2.37 -6.65
H 5.33 -0.83 -2.41
H 3.45 2.58 -5.59
H -1.85 -0.24 -3.87
H 3.02 -4.25 -1.73
H -4.06 3.04 2.54
H 3.30 0.92 -3.90
H 4.27 -3.06 -1.38
H 3.72 -0.83 0.99
H -1.20 -3.83 0.97
H -6.53 -0.36 -2.97
H -4.65 -1.34 0.03
H -4.24 -0.57 -4.14
H 2.17 3.80 -5.65
H -1.21 -0.10 3.36
H 1.37 -2.52 -2.26
H 4.04 -1.98 -3.66
H -3.68 -3.76 1.23
H -4.10 5.11 -0.44
H -1.11 -4.63 -1.36
H -4.41 4.65 1.90
H -2.57 0.70 2.56
H 1.48 -4.96 1.81
H -0.25 3.00 -4.97
H 5.20 0.10 0.80
H -3.84 -3.46 -0.51
H -2.42 -3.63 2.80
H -0.20 -3.12 -1.32
H -2.83 -0.18 4.06
H -2.55 -2.58 4.20
H 2.58 3.84 3.53
H -3.40 1.62 -0.74
H 5.05 -1.47 0.03
*
```

Summary:
- Gap between HOMO and LUMO: 5.41 eV
- ΔE to the lowest compared entry with this formula, charge and spin: 22.45 kcal/mol
- Total energy: -155760.364 eV
- Highest occupied orbital energy: -15.22 eV



This record from the Open Molecules 2025 dataset describes an isolated molecule of C2H3N3O. The level of theory is the ωB97M-V functional and the def2-TZVPD basis.

```
! wB97M-V def2-TZVPD RIJCOSX def2/J DEFGRID3
* xyz 0 1
O 2.19 -0.24 -0.12
N -1.05 0.61 0.25
N 0.25 0.97 0.35
N 0.05 -1.20 -0.28
C 0.86 -0.14 0.00
C -1.14 -0.68 -0.12
H 2.52 0.63 -0.38
H -2.09 -1.19 -0.29
H -1.77 1.26 0.52
*
```

Summary:
- Structure (SMILES): Oc1nc[nH]n1
- Gap between HOMO and LUMO: 10.45 eV
- ΔE to the lowest compared entry with this formula, charge and spin: 8.87 kcal/mol
- Total energy: -8640.110 eV
- Highest occupied orbital energy: -9.54 eV



This record from the Open Molecules 2025 dataset describes a structure of composition C2H2NO2S in a non-equilibrium geometry. The level of theory is the ωB97M-V functional and the def2-TZVPD basis.

```
! wB97M-V def2-TZVPD RIJCOSX def2/J DEFGRID3
* xyz -1 1
S -1.54 0.49 0.28
O -2.35 -0.28 1.27
O -2.21 0.64 -1.05
N 1.02 -1.33 -0.25
C 1.72 0.06 -0.20
C -0.01 -0.71 -0.03
H 1.54 0.75 -0.95
H 1.83 0.39 0.93
*
```

Summary:
- Gap between HOMO and LUMO: 7.55 eV
- ΔE to the lowest compared entry with this formula, charge and spin: 111.05 kcal/mol
- Total energy: -18523.614 eV
- Highest occupied orbital energy: -3.59 eV



This record from the Open Molecules 2025 dataset describes a structure of composition C26H21CoN3O2S2 in a non-equilibrium geometry. The level of theory is the ωB97M-V functional and the def2-TZVPD basis.

```
! wB97M-V def2-TZVPD RIJCOSX def2/J DEFGRID3
* xyz 0 4
Co 0.71 -0.71 -0.03
S -0.86 1.37 -1.13
S 2.60 -0.37 1.16
O -1.88 1.32 -2.14
O 0.52 1.18 -1.56
N -0.56 -2.06 1.13
N -0.99 0.21 -0.02
N 1.84 -1.73 -1.35
C 4.07 -1.88 -2.30
C -2.07 3.73 -0.40
C -3.37 0.19 0.54
C 5.89 -0.86 -1.09
C -1.27 -3.95 2.40
C -2.23 4.83 0.43
C -2.87 -2.24 1.88
C 5.02 -0.47 -0.08
C -0.13 -2.61 -2.42
C 1.35 -2.38 -2.39
C -0.16 3.04 0.89
C 2.18 -2.83 -3.43
C -0.30 -3.21 1.71
C -4.39 -0.49 1.20
C -2.08 -0.33 0.55
C -2.55 -3.47 2.49
C -0.33 4.13 1.72
C -4.16 -1.67 1.87
C -1.02 2.86 -0.18
C -1.35 5.04 1.49
C 3.52 -2.57 -3.40
C 5.44 -1.57 -2.18
C 3.67 -0.78 -0.14
C 3.17 -1.47 -1.28
C -1.50 6.26 2.35
C -1.82 -1.57 1.21
H 4.17 -2.89 -4.20
H -2.55 6.49 2.51
H -4.96 -2.18 2.38
H -0.42 -3.16 -3.30
H -0.43 -3.17 -1.53
H 0.34 4.28 2.56
H 0.71 -3.58 1.62
H -2.74 3.54 -1.23
H 5.39 0.07 0.78
H 1.74 -3.36 -4.26
H 6.11 -1.89 -2.96
H -3.05 5.52 0.27
H -3.32 -4.01 3.00
H 6.94 -0.61 -1.02
H -3.56 1.10 0.00
H -0.65 -1.65 -2.41
H -1.02 6.11 3.32
H 0.62 2.31 1.06
H -0.99 -4.89 2.85
H -1.03 7.11 1.87
H -5.39 -0.08 1.17
*
```

Summary:
- Gap between HOMO and LUMO (spin up / spin down): 7.13 / 7.11 eV
- Expectation value of S²: 3.762
- Total energy: -95168.257 eV
- Highest occupied orbital energy (spin up / spin down): -7.25 / -7.36 eV



This record from the Open Molecules 2025 dataset describes a cluster of 5 separate species, C27H70FN4O3P3 in total. The level of theory is the ωB97M-V functional and the def2-TZVPD basis.

```
! wB97M-V def2-TZVPD RIJCOSX def2/J DEFGRID3
* xyz 0 1
P 1.65 -0.08 -5.06
P 3.64 0.17 -4.20
P 0.65 -0.21 -3.10
F -1.64 1.23 -4.06
O 3.92 -0.47 -2.91
O 3.83 1.75 -4.09
O 4.64 -0.32 -5.36
N -6.11 4.23 -4.67
N -5.71 -1.47 -1.11
N 5.48 -0.62 7.59
N 6.07 -0.77 1.72
C -1.83 -0.10 -4.49
C 7.44 -2.67 2.49
C -6.67 5.55 -2.55
C -7.12 4.64 -3.71
C 4.79 -0.08 1.82
C 6.05 -2.10 2.28
C 6.31 -1.52 -0.70
C -5.55 5.32 -5.44
C 6.34 -2.70 6.38
C 4.87 -1.35 8.69
C 6.77 -0.62 0.45
C -6.60 -3.43 0.29
C -7.77 -0.28 -0.17
C 6.59 -1.29 6.93
C -4.76 -1.01 -0.11
C -6.05 -2.89 -1.04
C 5.88 -1.73 9.77
C 3.59 -0.65 1.05
C -0.92 -1.03 -3.69
C -3.31 -0.41 -4.32
C -4.78 4.85 -6.66
C -3.96 3.69 -3.39
C -5.16 3.22 -4.22
C 4.52 0.04 6.72
C -3.45 -1.77 -0.15
C 3.56 -0.84 5.91
C -6.81 -0.56 -1.33
H 7.02 -1.45 -1.53
H -5.98 -3.13 1.13
H 7.38 -3.61 3.06
H 7.43 -1.33 7.63
H -8.42 0.56 -0.43
H 3.92 0.71 7.35
H -7.55 5.93 -2.03
H -6.62 -4.52 0.26
H -4.56 0.05 -0.33
H -5.73 2.48 -3.66
H -3.66 0.04 -3.39
H -6.39 5.94 -5.77
H -3.49 -1.48 -4.28
H -3.90 0.01 -5.14
H -5.38 4.17 -7.26
H -1.54 -0.11 -5.54
H -7.90 5.16 -4.27
H -6.10 6.40 -2.91
H 1.26 -1.40 -2.65
H 5.36 -2.15 10.63
H 1.88 -1.45 -5.34
H -5.16 -1.03 0.91
H 4.11 -0.70 9.13
H -3.86 4.33 -6.39
H -4.90 5.98 -4.84
H 7.83 -0.79 0.63
H -7.57 3.74 -3.30
H 2.78 -0.22 5.46
H -8.41 -1.14 0.04
H -5.16 -3.46 -1.29
H -7.24 -0.02 0.74
H 5.54 -2.03 3.25
H 6.91 -0.63 6.12
H -3.06 -1.77 -1.17
H 5.34 -1.23 -1.10
H -3.23 2.89 -3.31
H 5.08 0.68 6.04
H 4.33 -0.21 -6.25
H 6.44 -0.85 10.09
H 5.46 -2.82 1.69
H 4.07 -1.37 5.10
H 5.70 -2.69 5.50
H 7.95 -2.89 1.55
H -3.45 4.54 -3.86
H 6.26 -2.57 -0.40
H 3.06 -1.59 6.54
H 2.68 -0.15 1.37
H -7.62 -3.09 0.49
H 8.06 -1.97 3.06
H 3.47 -1.72 1.24
H -7.38 -0.93 -2.19
H -0.68 -1.89 -4.32
H -6.77 -3.08 -1.84
H -3.56 -2.81 0.17
H 3.69 -0.50 -0.03
H 4.53 -0.04 2.89
H -4.24 3.99 -2.38
H 6.67 0.42 0.16
H -4.78 2.70 -5.10
H 7.30 -3.14 6.08
H 4.34 -2.26 8.37
H -6.06 5.01 -1.83
H -6.37 0.40 -1.65
H -1.43 -1.40 -2.80
H 6.59 -2.48 9.42
H 3.72 2.24 -4.91
H -2.71 -1.31 0.50
H 5.90 -3.36 7.13
H -4.50 5.70 -7.28
H 4.95 0.96 1.51
*
```

Summary:
- Structure (SMILES): C[C@@H](F)C[PH]#[PH]P(=O)(O)O.CCN(CC)CC.CCN(CC)CC.CCN(CC)CC.CCN(CC)CC
- Gap between HOMO and LUMO: 7.82 eV
- Total energy: -71822.388 eV
- Highest occupied orbital energy: -7.68 eV